Density functional theory data (ωB97M-V/def2-TZVPD) for a 9-piece molecular cluster, C33H41Cl3F24O16 overall at a distorted geometry.

Each line ends with the Löwdin charge.
Atoms and positions in Å:
H: 30.103 -20.082 -18.661  0.0803
C: 33.808 -25.008 -16.137  -0.5497
H: 23.790 -17.405 -9.750  0.1265
F: 28.845 -24.131 -20.419  0.1791
O: 31.770 -25.233 -17.366  0.1633
H: 28.992 -21.222 -18.101  0.0630
C: 22.506 -15.345 -11.855  -0.4067
F: 28.914 -20.847 -14.616  0.1603
C: 30.826 -22.097 -18.788  -0.1949
H: 25.485 -15.001 -15.841  0.0933
H: 30.103 -25.442 -13.960  0.0851
F: 27.018 -25.162 -20.850  0.1794
H: 27.642 -14.796 -17.402  0.0691
H: 29.164 -17.475 -17.681  0.0771
O: 23.851 -15.875 -16.669  0.0689
C: 21.996 -17.091 -15.805  -0.5690
F: 17.459 -19.431 -12.089  0.1607
C: 19.343 -21.901 -15.779  -1.5004
C: 31.102 -22.284 -22.535  -0.5702
H: 21.657 -20.317 -10.203  0.1137
O: 25.628 -20.421 -14.992  0.0405
O: 30.622 -21.922 -20.200  0.0230
H: 24.558 -18.767 -11.902  0.0894
H: 23.321 -19.706 -14.085  0.0582
O: 26.775 -14.169 -15.321  0.1395
H: 25.614 -15.516 -18.854  0.0900
H: 28.280 -16.745 -18.974  0.0906
C: 29.581 -25.112 -14.855  -0.0483
O: 19.807 -20.225 -11.245  0.0067
H: 22.800 -18.900 -11.385  0.0573
F: 20.261 -15.179 -11.014  0.1681
C: 28.379 -15.548 -17.115  -0.1932
C: 21.086 -14.760 -11.977  -0.5486
H: 27.437 -17.413 -17.519  0.0687
H: 28.543 -24.851 -14.628  0.0748
H: 24.336 -19.982 -16.501  0.1281
F: 34.476 -24.623 -17.215  0.1830
H: 30.443 -20.810 -17.075  0.0791
C: 23.739 -17.076 -10.785  -0.1721
O: 23.359 -15.025 -12.622  0.1730
O: 22.581 -16.256 -10.908  0.0403
F: 34.235 -24.255 -15.108  0.1519
C: 19.368 -19.128 -10.680  -0.3926
O: 32.097 -23.504 -20.765  0.1830
F: 21.165 -13.427 -11.928  0.1702
H: 25.891 -26.103 -16.623  0.0803
H: 23.206 -21.375 -13.966  0.0679
C: 26.790 -20.526 -15.588  -0.3939
F: 26.065 -16.450 -13.548  0.1745
H: 19.348 -22.924 -16.127  0.0061
C: 25.260 -15.539 -16.762  -0.1723
F: 27.536 -19.626 -13.527  0.1810
H: 29.413 -25.894 -15.596  0.0760
H: 30.508 -23.098 -18.498  0.0960
F: 28.404 -18.891 -15.355  0.1891
H: 23.302 -17.831 -12.701  0.0566
C: 27.401 -15.123 -14.971  -0.3890
F: 30.227 -23.184 -22.977  0.1771
C: 18.073 -18.555 -11.292  -0.5675
F: 17.246 -18.175 -10.339  0.1928
C: 32.288 -24.817 -16.364  -0.4021
H: 26.074 -23.407 -16.941  0.1035
H: 30.074 -23.012 -14.837  0.1119
F: 20.558 -15.117 -13.143  0.1697
F: 30.593 -21.063 -22.707  0.1637
F: 27.129 -14.795 -12.661  0.1642
C: 30.293 -23.889 -15.435  -0.1857
Cl: 17.656 -21.474 -15.513  0.5604
H: 24.487 -21.720 -16.088  0.1122
C: 28.016 -25.077 -19.984  -0.5634
O: 26.933 -20.750 -16.759  0.1528
C: 23.607 -18.264 -11.745  -0.0315
F: 21.694 -18.271 -16.303  0.1599
H: 24.793 -25.123 -15.682  0.0792
F: 28.233 -16.556 -13.262  0.1746
C: 20.979 -20.926 -10.797  -0.2107
C: 25.080 -25.381 -16.703  -0.0418
Cl: 20.296 -21.783 -14.262  0.5776
O: 19.939 -18.505 -9.827  0.1616
C: 27.445 -24.619 -18.600  -0.3717
H: 31.898 -22.091 -18.584  0.1321
H: 29.372 -15.120 -17.265  0.1382
C: 23.257 -20.593 -14.724  -0.0980
C: 27.925 -19.958 -14.749  -0.5706
C: 28.294 -16.849 -17.891  -0.0410
O: 26.141 -24.443 -18.672  0.0345
H: 21.455 -21.144 -11.751  0.0866
H: 21.307 -22.892 -9.930  0.0837
F: 18.402 -17.504 -12.043  0.1746
O: 31.704 -24.097 -15.450  0.0397
C: 25.432 -24.106 -17.479  -0.1888
Cl: 20.167 -20.998 -17.052  0.5646
F: 28.666 -26.210 -19.928  0.2125
C: 23.523 -16.862 -15.867  -0.3832
F: 21.269 -16.153 -16.374  0.1989
H: 25.856 -16.451 -16.796  0.1059
H: 24.693 -14.080 -18.301  0.0929
F: 21.648 -17.092 -14.517  0.1566
C: 25.492 -14.776 -18.065  -0.0201
H: 24.497 -23.644 -17.787  0.1246
O: 28.232 -15.815 -15.727  0.0485
H: 24.641 -16.503 -11.008  0.1170
C: 31.370 -22.606 -21.051  -0.4127
O: 28.117 -24.423 -17.638  0.1593
C: 20.496 -22.186 -10.125  -0.0514
H: 19.964 -22.007 -9.192  0.0872
H: 24.239 -25.849 -17.212  0.0790
O: 24.273 -17.620 -15.330  0.1493
H: 19.845 -22.736 -10.808  0.0813
H: 22.337 -20.474 -15.282  -0.0037
H: 26.447 -14.279 -17.889  0.0512
H: 29.977 -23.737 -16.462  0.0798
C: 27.210 -15.767 -13.588  -0.5241
C: 24.408 -20.708 -15.691  -0.1716
C: 30.059 -21.003 -18.072  -0.0434
F: 32.214 -22.338 -23.247  0.1841
F: 34.068 -26.282 -15.857  0.1778

Forces on atoms 1 to 3 (eV/Å):
H 0.48 0.06 0.13
C -0.46 0.75 0.74
H -0.21 0.17 0.05

Values from the calculation:
SMILES string: CCOC(=O)C(F)(F)F.CCOC(=O)C(F)(F)F.CCOC(=O)C(F)(F)F.CCOC(=O)C(F)(F)F.CCOC(=O)C(F)(F)F.CCOC(=O)C(F)(F)F.CCOC(=O)C(F)(F)F.CCOC(=O)C(F)(F)F.ClC(Cl)Cl
energy: -6263.3342 hartree